This record from the Open Molecules 2025 dataset describes 28 unconnected molecules or ions with the total composition C15H83N2O30 in a non-equilibrium geometry. The level of theory is the ωB97M-V functional and the def2-TZVPD basis.

Calculated values
Calculated total energy: -81304.7418 eV
M: 771.8 g/mol
Total charge: -1
E_HOMO: -4.271 eV
Gap between HOMO and LUMO: 5.82 eV

Structure (XYZ):
```
130
C15H83N2O30 | the Open Molecules 2025 dataset | the ωB97M-V functional and the def2-TZVPD basis
C -2.35069 -0.48173 -0.19551
C -1.16014 -0.64268 -0.91807
N 0.17874 -0.45246 -0.35734
C 0.16961 0.57100 0.72096
C -0.30171 2.00489 0.29122
C -0.95832 2.66369 1.61469
C 0.19609 3.45692 2.35826
C -0.17772 4.98595 2.23466
C 0.98655 5.93925 2.64024
O 1.59664 5.59003 3.88469
C 2.91367 5.05075 3.73211
C 0.48651 -1.77691 0.29354
N 1.80126 -1.81589 0.93426
C 1.75562 -2.16847 2.35349
C 1.09548 -3.54859 2.68322
C 0.26796 -3.35334 4.02006
C -0.30467 -4.70473 4.58752
C 0.47227 -2.83623 -0.88580
O 1.28950 -2.65344 -1.81728
O -0.34333 -3.79517 -0.87053
H -2.70457 -1.30677 0.47177
H -3.02137 0.39886 -0.27133
H -1.20670 -0.98302 -1.97989
H -0.36936 0.18089 1.62497
H 1.23317 0.68283 1.05694
H 0.54396 2.66800 -0.00886
H -1.01883 2.03404 -0.54831
H -1.42360 1.87468 2.24342
H -1.78140 3.34896 1.31217
H 0.27962 3.12102 3.41606
H 1.19479 3.30017 1.88893
H -1.09404 5.19088 2.84460
H -0.50201 5.12033 1.17147
H 1.68586 5.99487 1.77811
H 0.56112 6.96972 2.75899
H 3.45506 5.40296 2.82732
H 3.48543 5.35145 4.64336
H 2.83496 3.94182 3.70493
H -0.34477 -1.96063 1.02261
H 2.47592 -2.36298 0.40978
H 1.28043 -1.37937 2.98906
H 2.81572 -2.22375 2.71495
H 0.36122 -3.89884 1.92878
H 1.81791 -4.37607 2.85982
H 1.00129 -2.92210 4.75430
H -0.52457 -2.57884 3.89159
H -1.40159 -4.56429 4.74492
H -0.05777 -5.57367 3.93106
H 0.11227 -4.87750 5.61186
O 0.87147 -1.42226 -4.34647
H 1.02252 -1.83536 -3.47551
H 1.47071 -1.89021 -4.93693
O -2.54350 3.75744 -0.84723
H -2.40662 4.68521 -1.06059
H -3.20228 3.46893 -1.48973
O 2.42388 7.87312 0.49611
H 2.78307 8.55158 1.07876
H 2.69592 8.15186 -0.38556
O 0.18434 3.30985 -2.55439
H 1.10632 3.55024 -2.69712
H 0.15710 2.35892 -2.73068
O -1.38085 0.97606 -3.80674
H -2.17492 0.82966 -4.34180
H -0.93194 0.12093 -3.82089
O -0.22830 -7.83427 3.92033
H -1.02517 -7.98286 3.39635
H 0.23598 -8.67798 3.88523
O -2.48514 -1.75017 3.92433
H -2.87105 -2.15845 3.13963
H -3.02985 -0.96678 4.06963
O 4.65058 2.84332 5.11125
H 4.31411 3.25943 5.91441
H 5.43786 2.37085 5.40495
O -2.42997 -1.29338 7.20662
H -2.47657 -1.20740 6.24679
H -1.54789 -1.64590 7.36526
O -2.69465 -0.37493 -5.79054
H -3.48294 -0.52286 -6.32560
H -2.24354 -1.22965 -5.79824
O 1.28359 -4.85035 -4.21806
H 0.57459 -5.36121 -3.81276
H 1.36942 -4.08409 -3.63486
O -4.12009 5.97714 -0.79731
H -3.73450 5.62303 0.01333
H -5.06903 5.94824 -0.63590
O 4.09553 -0.95428 -2.28373
H 4.20269 -0.96615 -3.24071
H 3.28969 -1.46778 -2.13175
O 3.17902 1.24682 6.96662
H 3.15819 1.36761 6.00856
H 4.04240 0.84972 7.13267
O 5.39937 -3.67323 -0.74436
H 5.52834 -2.74036 -0.96227
H 4.73308 -3.96892 -1.37756
O -5.86304 -0.97956 7.65475
H -4.91678 -0.82750 7.77396
H -5.93542 -1.93615 7.57031
O 4.76631 -5.55836 1.32483
H 5.65585 -5.77968 1.61773
H 4.90148 -4.83754 0.68944
O -3.26039 0.71028 -8.61256
H -2.70938 0.84272 -9.39016
H -2.70585 1.00930 -7.88283
O -1.58775 -0.00849 -11.25562
H -2.37395 -0.15429 -11.79286
H -1.13865 -0.86337 -11.26068
O -1.17885 3.63751 5.87990
H -0.72970 3.16755 6.59114
H -0.50914 4.24551 5.54042
O -0.69275 -3.07273 -11.29585
H -0.58365 -3.46386 -10.42106
H -0.06640 -3.55287 -11.84862
O -5.09520 2.15171 -2.10884
H -5.88955 2.02146 -2.63724
H -4.64933 1.29465 -2.13642
O -1.25659 2.40957 -8.39562
H -1.27818 2.49247 -9.35588
H -0.37913 2.05264 -8.21187
O 4.65681 -1.74150 7.19854
H 5.02450 -2.12494 8.00233
H 3.70352 -1.75333 7.34705
O -3.11181 -3.39808 -6.04622
H -3.89999 -3.54735 -6.58012
H -2.65757 -4.24822 -6.05315
O 0.38602 4.08915 -6.81169
H 0.76012 3.74776 -5.99082
H -0.56685 4.04845 -6.66956
O -1.09361 -5.81388 1.25760
H -0.20485 -6.04032 1.55256
H -0.95270 -5.08634 0.62587
```